This record from the OMol25 dataset describes C41H42IN3O6Sb2Sn as an isolated structure. The level of theory is the ωB97M-V functional and the def2-TZVPD basis.

Its multiplicity is 1. The LUMO energy comes out at -0.004 Eh. The calculation puts the highest occupied orbital energy at -0.301 Ha. The net charge is 0.

Positions of all 96 atoms, in Å:
Sn1 -0.689 -1.585 1.811
O1 -1.821 -5.458 2.871
C1 -1.234 -4.394 2.822
O2 -1.762 -3.217 2.788
C2 0.288 -4.365 2.792
C3 1.127 -5.448 2.978
C4 2.498 -5.215 2.974
C5 2.993 -3.926 2.809
C6 2.084 -2.897 2.635
N1 0.782 -3.150 2.608
C7 2.430 -1.417 2.530
O3 3.591 -1.085 2.370
O4 1.394 -0.654 2.641
H1 0.704 -6.430 3.130
H2 3.184 -6.040 3.116
H3 4.049 -3.702 2.821
C8 -1.747 0.129 -1.668
C9 -0.437 0.576 -2.303
C10 0.527 -0.606 -2.516
Sb1 2.183 -0.749 -1.114
C11 2.568 1.336 -0.837
C12 3.103 1.742 0.382
C13 3.420 3.078 0.600
C14 3.191 4.019 -0.390
C15 2.666 3.621 -1.614
C16 2.368 2.286 -1.837
C17 3.765 -1.038 -2.534
C18 4.928 -1.648 -2.066
C19 6.024 -1.825 -2.899
C20 5.968 -1.400 -4.217
C21 4.816 -0.792 -4.696
C22 3.725 -0.612 -3.857
Sb2 -3.111 1.681 -1.040
C23 -2.596 3.102 -2.559
C24 -1.422 3.851 -2.514
C25 -1.108 4.735 -3.537
C26 -1.965 4.882 -4.619
C27 -3.139 4.146 -4.673
C28 -3.452 3.265 -3.645
C29 -1.863 2.574 0.457
C30 -2.264 3.778 1.035
C31 -1.503 4.382 2.025
C32 -0.325 3.787 2.456
C33 0.086 2.590 1.890
C34 -0.680 1.991 0.900
H4 -1.562 -0.480 -0.776
H5 -2.297 -0.523 -2.354
H6 0.023 1.347 -1.684
H7 -0.650 1.064 -3.258
H8 0.936 -0.625 -3.526
H9 -0.020 -1.544 -2.390
H10 3.282 1.013 1.166
H11 3.840 3.382 1.551
H12 3.427 5.061 -0.215
H13 2.498 4.351 -2.396
H14 1.969 1.989 -2.801
H15 4.985 -1.982 -1.035
H16 6.921 -2.296 -2.517
H17 6.820 -1.539 -4.871
H18 4.769 -0.453 -5.723
H19 2.842 -0.123 -4.251
H20 -0.744 3.749 -1.673
H21 -0.193 5.312 -3.488
H22 -1.720 5.573 -5.416
H23 -3.815 4.261 -5.511
H24 -4.379 2.703 -3.696
H25 -3.179 4.260 0.706
H26 -1.831 5.318 2.460
H27 0.274 4.262 3.223
H28 1.014 2.126 2.193
H29 -0.320 1.072 0.452
C35 -1.254 -4.442 -0.645
O5 -1.967 -3.269 -0.313
C36 -3.345 -3.509 -0.093
C37 -4.044 -2.186 0.154
O6 -3.785 -1.609 1.421
C38 -4.579 -2.196 2.439
H30 -1.583 -4.840 -1.612
H31 -1.385 -5.217 0.119
H32 -0.200 -4.174 -0.714
H33 -3.474 -4.201 0.747
H34 -3.786 -3.969 -0.988
H35 -5.125 -2.326 0.026
H36 -3.709 -1.463 -0.592
H37 -5.638 -1.976 2.262
H38 -4.270 -1.771 3.391
H39 -4.428 -3.274 2.503
I1 -3.552 2.979 5.256
C39 -2.197 1.565 4.631
C40 -0.853 1.499 4.939
N2 -0.358 0.436 4.300
N3 -1.303 -0.190 3.587
C41 -2.431 0.486 3.775
H40 -0.233 2.134 5.547
H41 0.606 0.147 4.115
H42 -3.337 0.192 3.274

Forces on atoms 1 to 6 (eV/Å):
Sn 0.038 0.004 -0.021
O 0.017 -0.073 0.024
C -0.029 0.010 -0.046
O -0.102 0.056 -0.035
C 0.015 -0.030 0.018
C -0.012 0.017 -0.005

Mulliken atomic charges, in units of e: atom 1 (Sn): 1.503, atom 2 (O): -0.689, atom 3 (C): -0.254, atom 4 (O): -0.682, atom 5 (C): 0.622, atom 6 (C): -0.609, atom 7 (C): -0.372, atom 8 (C): -0.565, atom 9 (C): 0.730, atom 10 (N): 0.238, atom 11 (C): -0.591, atom 12 (O): -0.724, atom 13 (O): -0.172, atom 14 (H): 0.567, atom 15 (H): 0.440, atom 16 (H): 0.559, atom 17 (C): -1.612, atom 18 (C): 1.423, atom 19 (C): -1.544, atom 20 (Sb): 0.766, atom 21 (C): 0.443, atom 22 (C): -0.510, atom 23 (C): -0.574, atom 24 (C): -0.563, atom 25 (C): -0.529, atom 26 (C): -0.364, atom 27 (C): 0.479, atom 28 (C): -0.713, atom 29 (C): -0.522, atom 30 (C): -0.447, atom 31 (C): -0.749, atom 32 (C): -0.085, atom 33 (Sb): 0.884, atom 34 (C): -0.170, atom 35 (C): 0.345, atom 36 (C): -0.686, atom 37 (C): -0.458, atom 38 (C): -0.528, atom 39 (C): -0.584, atom 40 (C): -1.209, atom 41 (C): -0.450, atom 42 (C): -0.978, atom 43 (C): -0.873, atom 44 (C): -0.481, atom 45 (C): 1.797, atom 46 (H): 0.085, atom 47 (H): 0.767, atom 48 (H): -0.852, atom 49 (H): 0.492, atom 50 (H): 0.337, atom 51 (H): 0.408, atom 52 (H): 0.320, atom 53 (H): 0.420, atom 54 (H): 0.387, atom 55 (H): 0.441, atom 56 (H): 0.170, atom 57 (H): 0.379, atom 58 (H): 0.391, atom 59 (H): 0.368, atom 60 (H): 0.381, atom 61 (H): 0.174, atom 62 (H): 0.277, atom 63 (H): 0.394, atom 64 (H): 0.382, atom 65 (H): 0.378, atom 66 (H): 0.360, atom 67 (H): 0.453, atom 68 (H): 0.439, atom 69 (H): 0.461, atom 70 (H): 0.734, atom 71 (H): -0.165, atom 72 (C): -0.998, atom 73 (O): 0.032, atom 74 (C): -0.578, atom 75 (C): -0.458, atom 76 (O): 0.025, atom 77 (C): -0.976, atom 78 (H): 0.350, atom 79 (H): 0.382, atom 80 (H): 0.154, atom 81 (H): 0.286, atom 82 (H): 0.513, atom 83 (H): 0.476, atom 84 (H): -0.186, atom 85 (H): 0.305, atom 86 (H): 0.282, atom 87 (H): 0.324, atom 88 (I): 0.127, atom 89 (C): -1.020, atom 90 (C): -0.249, atom 91 (N): 0.290, atom 92 (N): 0.089, atom 93 (C): -0.465, atom 94 (H): 0.473, atom 95 (H): 0.305, atom 96 (H): 0.628



This record from the OMol25 dataset describes a 2-piece molecular cluster, C3H7ClO2S overall. The level of theory is the ωB97M-V functional and the def2-TZVPD basis.

Its multiplicity is 1. The LUMO energy (alpha / beta) comes out at -0.028 / -0.050 Eh. The calculation puts the highest occupied orbital energy (alpha / beta) at -0.310 / -0.306 Ha. The net charge is 0.

Positions of all 14 atoms, in Å:
C1 2.054 -0.237 0.470
C2 -1.178 0.181 0.843
C3 -1.280 0.403 -0.702
O1 1.677 1.485 -1.484
O2 -0.815 -1.100 1.286
S1 1.238 0.222 -0.890
Cl1 1.288 -1.248 -2.291
H1 2.662 0.613 0.837
H2 1.354 -0.861 1.000
H3 -0.412 0.763 1.316
H4 -2.221 0.380 1.217
H5 -1.552 1.523 -0.962
H6 -1.618 -0.365 -1.345
H7 -1.197 -1.760 0.706

Forces on atoms 1 to 6 (eV/Å):
C -0.659 0.997 -1.259
C -2.048 -0.378 -1.402
C 2.279 2.623 2.323
O -0.006 -0.902 -0.008
O 0.141 -0.769 -0.462
S -0.963 2.185 0.771

Mulliken atomic charges, in units of e: atom 1 (C): -0.791, atom 2 (C): -0.436, atom 3 (C): -0.687, atom 4 (O): -0.576, atom 5 (O): -0.481, atom 6 (S): 0.755, atom 7 (Cl): -0.212, atom 8 (H): 0.331, atom 9 (H): 0.411, atom 10 (H): 0.414, atom 11 (H): 0.315, atom 12 (H): 0.265, atom 13 (H): 0.393, atom 14 (H): 0.298



Listing strongest force on any atom for the structures above in their given order: 0.19, 4.18 eV/A.
Listing electronic energy for the structures above in their given order: -3195.7567, -1127.1746 a.u..
Listing energy relative to the best compared isomer or geometry (same formula, charge and spin) for the structures above in their given order: 7.5, 404.9 kJ/mol.